16
Properties=species:S:1:pos:R:3:forces:R:3 method="wB97M-V/def2-TZVPD" e_homo_ev="-6.91 / -7.04" total_charge=0 homo_lumo_gap_ha="0.288 / 0.293"
C -0.762972 0.384898 -1.878636 -0.1 0.1 0.1
C -0.196603 0.117328 -0.479520 -0.1 0.2 -0.3
C 0.704550 1.156776 0.044854 0.0 0.0 -0.1
C 0.202739 0.879274 1.399244 -0.1 0.1 0.2
C 0.079304 -1.823667 0.908667 0.3 -0.2 0.2
O -0.346573 -1.208968 -0.269368 0.4 -0.1 -0.2
H -0.708015 -0.567463 -2.423609 -0.2 0.2 0.2
H -0.093029 1.086100 -2.397962 -0.2 0.0 0.2
H -1.786453 0.756071 -1.969586 0.1 0.0 0.2
H 1.155846 -1.689067 1.041267 0.0 -0.2 0.2
H 1.770563 1.223936 -0.202685 0.0 -0.2 0.1
H 0.188749 2.053350 -0.314908 0.4 0.1 -0.2
H -0.521570 1.487057 1.911553 -0.1 0.4 -0.3
H 0.923264 0.407252 2.072909 -0.6 -0.3 -0.2
H -0.437792 -1.385180 1.777801 0.1 0.0 -0.3
H -0.172009 -2.877699 0.779977 0.2 0.1 0.1